Entry 1:
The following is a quantum chemistry calculation of a molecular structure, C29H44ClN5O2ReS2 in a non-equilibrium geometry, from the OMol25 dataset.

Geometry as XYZ:
```
84
Properties=species:S:1:pos:R:3:forces:R:3:lowdin_spin:R:1
Re -1.2736 0.2433 -0.0254 0.00 -0.63 -0.01 0.984
Cl 0.3514 1.2784 -1.2706 1.18 1.17 -1.28 0.100
C -4.9219 -0.0451 1.5979 -0.89 -0.08 0.20 0.035
C -3.2501 0.3784 0.1648 1.27 -0.63 0.35 0.152
N -3.9369 0.8411 1.2614 -0.55 0.37 -0.31 0.109
H -5.5691 -1.8913 0.5297 0.01 0.03 0.33 0.002
N -3.8757 -0.8086 -0.1635 -1.32 0.44 -0.24 0.124
H -5.5792 0.1249 2.4375 0.02 -0.12 -0.10 0.006
C -3.5669 2.0608 1.9887 0.15 -0.74 -0.20 0.014
C -4.8163 2.9015 2.2480 0.00 0.31 0.07 0.011
C -2.9138 1.6354 3.2920 0.47 0.15 0.36 0.011
H -5.5208 2.4076 2.9350 0.19 0.05 -0.19 0.002
H -4.5082 3.8467 2.7119 -0.08 -0.13 -0.02 0.002
H -5.3380 3.1426 1.3157 0.07 -0.11 0.07 0.002
H -2.0785 3.5602 1.7919 -0.08 0.20 -0.15 0.005
H -2.9830 3.2418 0.2649 0.12 0.03 -0.04 0.010
H -2.0102 1.0538 3.0548 -0.27 0.07 0.13 0.007
C -2.5290 2.7943 1.1512 0.11 0.61 0.34 0.110
H -3.5772 1.0307 3.9221 0.05 0.09 -0.12 0.001
H -2.6167 2.5425 3.8383 -0.05 -0.22 0.08 0.002
H -1.6808 2.0989 0.8275 -0.59 0.58 0.45 0.071
C -4.9176 -1.0453 0.6802 -0.33 -0.20 0.24 0.011
C -3.4099 -3.0320 -1.0032 0.48 -0.51 0.04 0.006
H -4.3451 -3.4650 -0.6314 0.01 0.12 -0.04 0.000
H -3.1126 -3.5968 -1.8961 -0.07 0.05 0.14 0.000
C -3.5358 -1.5657 -1.3583 0.28 0.29 0.17 0.014
H -1.7985 -1.5302 -2.6523 -0.09 -0.26 -0.04 0.009
C -4.6094 -1.3723 -2.4251 0.07 0.00 -0.41 0.009
H -4.7421 -0.3150 -2.6620 -0.04 0.04 0.07 0.002
H -2.6140 -3.1821 -0.2593 -0.29 0.04 -0.20 0.001
H -1.3258 -1.3351 -1.0217 -0.16 0.45 -0.03 0.011
H -5.5711 -1.8017 -2.1222 0.07 0.08 0.07 0.001
H -4.2966 -1.8831 -3.3441 -0.04 0.05 0.11 0.002
C -2.1744 -0.9866 -1.7734 -0.16 -0.74 -1.62 0.067
H -2.2524 0.0511 -2.1434 -0.08 -0.37 0.09 0.016
C 5.3464 0.7604 -0.5378 -0.30 0.00 -0.44 0.000
N 4.3178 0.5426 0.3812 1.13 0.23 -0.61 0.000
H 5.7928 -0.4111 -2.3662 0.24 0.04 -0.06 0.000
N 4.2112 -1.0655 -1.0376 1.38 1.12 -0.09 0.000
H 5.9610 1.6436 -0.5167 0.17 -0.07 -0.07 0.000
C 3.7740 1.5601 1.3132 0.11 -0.68 -0.18 0.000
C 4.7688 1.8292 2.4205 -0.07 0.14 0.59 0.000
C 3.5126 2.8339 0.5280 -0.24 0.36 -0.17 0.000
H 5.6995 2.2436 2.0303 0.14 -0.09 0.02 0.000
H 4.3302 2.5720 3.1029 0.16 -0.14 -0.10 0.000
H 4.9608 0.9165 2.9978 0.08 0.16 -0.17 0.000
H 2.0696 1.6367 2.6190 0.09 0.08 0.01 0.001
H 2.6719 -0.0113 2.3118 -0.12 0.19 -0.14 0.000
H 2.8490 2.6531 -0.3248 0.08 -0.08 0.17 0.000
C 2.4936 0.9690 1.8616 -0.60 0.25 0.28 0.005
H 4.4467 3.2777 0.1693 -0.02 -0.02 -0.03 0.000
H 3.0283 3.5734 1.1752 0.02 -0.10 -0.03 0.000
H 1.7456 0.8626 1.0661 0.20 -0.13 0.29 0.007
C 5.2627 -0.2452 -1.4486 -0.21 0.32 0.31 0.000
C 2.8024 -1.1958 -3.0052 -0.31 0.04 -0.21 0.000
H 3.5302 -0.6962 -3.6537 0.00 0.02 0.02 0.000
H 2.1959 -1.8645 -3.6310 0.13 0.07 0.13 0.000
C 3.4967 -1.9982 -1.9094 -0.39 -0.07 0.36 0.000
H 1.8462 -3.3532 -1.5866 0.14 0.04 -0.01 0.000
C 4.4548 -3.0055 -2.5062 0.04 -0.39 -0.04 0.000
H 4.9460 -3.5699 -1.7075 0.05 0.08 -0.12 0.000
H 2.1298 -0.4428 -2.5778 0.13 -0.12 0.01 0.001
H 1.8532 -1.9577 -0.4888 0.20 -0.34 -0.22 0.001
H 5.2024 -2.5305 -3.1447 0.10 -0.02 -0.01 0.000
H 3.8844 -3.7158 -3.1155 0.11 0.10 0.05 0.000
C 2.4913 -2.6828 -1.0114 -0.63 -0.47 -0.08 0.001
H 3.0135 -3.2896 -0.2645 -0.20 0.14 -0.03 0.000
C 3.6762 -0.5915 0.0971 -1.55 -0.50 0.57 0.000
O 1.1757 -5.1512 0.1437 0.00 -0.68 -0.31 0.029
S -0.1772 -4.8955 0.5832 -0.49 2.83 1.44 0.039
O -1.2504 -5.6402 -0.0268 -0.07 -0.76 -0.46 0.027
N -0.5175 -3.2597 0.4997 0.66 -2.16 -1.54 0.158
C -0.5650 -2.7055 1.6859 -0.21 -0.01 0.89 0.228
S -0.6579 -0.9238 1.6891 0.49 -0.31 2.89 0.121
C -0.4923 -3.6189 2.8275 -0.13 1.69 -1.11 0.124
C -0.6324 -3.4034 4.2110 0.11 -0.55 0.77 0.060
C -0.5149 -4.4922 5.0869 -0.14 1.14 -0.58 0.036
C -0.2701 -5.7868 4.5969 0.13 -0.57 -0.33 0.122
C -0.1487 -6.0073 3.2143 -0.12 0.65 0.08 0.002
C -0.2707 -4.9193 2.3536 0.21 -1.76 0.25 0.118
H -0.8347 -2.3920 4.5632 0.08 -0.25 0.03 0.004
H -0.6133 -4.3319 6.1619 0.00 -0.01 -0.23 0.000
H -0.1763 -6.6165 5.2962 -0.01 0.09 -0.15 0.011
H 0.0358 -6.9999 2.8128 -0.02 0.04 0.08 -0.003
```
Positions in Å, forces in eV/Å.

Summary:
- 2S+1 = 4
- total charge = -2
- Kohn-Sham gap (alpha / beta) (eV) = 3.33 / 4.23
- expectation value of S² = 3.783

Entry 2:
The following is a quantum chemistry calculation of a molecular structure, C41H35ClN2Si2Ti in a non-equilibrium geometry, from the OMol25 dataset.

Geometry as XYZ:
```
82
Properties=species:S:1:pos:R:3:forces:R:3:lowdin_spin:R:1
C 0.1923 -2.9723 2.6627 -0.07 0.57 -0.05 -0.001
C 0.9159 -1.8026 2.2451 -0.87 0.31 0.57 0.008
C -0.0165 -0.7212 2.1473 0.14 -0.53 1.14 0.007
H 2.0012 -1.7213 2.1076 -0.69 -0.05 0.01 0.001
C -1.3306 -1.2451 2.4401 0.76 -0.06 1.60 0.005
C -1.1788 -2.6285 2.7716 0.62 0.90 0.85 -0.004
H -1.9655 -3.2612 3.1778 0.22 0.08 -0.46 0.000
H 0.6222 -3.9495 2.9285 -0.25 0.54 -0.49 0.000
H 0.2353 0.3213 1.9911 -0.15 -0.45 -0.21 0.000
H -2.2471 -0.6806 2.4984 0.11 -0.07 -0.03 0.000
Ti -0.7551 -2.0238 0.5486 1.10 -0.76 -1.49 0.928
Si 1.1099 -0.2020 -2.3231 -1.45 0.07 1.95 0.002
C 2.7413 0.4818 -1.7427 0.51 0.32 -0.12 0.001
C 3.7874 0.7873 -2.6373 0.33 -0.07 0.78 0.000
H 3.6226 0.7197 -3.7149 0.14 -0.09 0.29 0.000
C 5.0425 1.1777 -2.1364 -0.28 0.07 0.03 0.000
H 5.8644 1.3738 -2.8407 -0.42 -0.01 0.45 0.000
C 5.2351 1.3195 -0.7516 -0.10 -0.07 -0.27 0.000
H 6.2007 1.6672 -0.3706 -0.33 -0.26 -0.15 0.000
C 4.1803 1.0678 0.1403 0.29 0.20 -0.36 0.000
H 4.3329 1.1684 1.2191 -0.07 0.10 -0.40 0.000
C 2.9364 0.7002 -0.3582 0.23 -0.10 -0.28 0.000
H 2.1090 0.6058 0.3453 0.05 -0.22 -0.22 0.000
C -0.8272 2.1257 1.0611 -0.85 -1.34 0.45 0.000
C -0.3090 2.7141 2.2325 -0.55 -0.34 -0.31 0.000
H 0.7217 3.0450 2.2748 -0.20 0.22 0.04 0.000
C -1.1319 2.8124 3.3604 0.46 0.14 -0.07 0.000
H -0.7352 3.2211 4.2828 0.00 0.15 -0.12 0.000
C -2.4635 2.4311 3.3062 -0.20 -0.04 -0.21 0.000
H -3.1665 2.7113 4.0840 0.23 -0.20 0.11 0.000
C -2.9096 1.6930 2.2170 0.04 -0.42 0.21 0.000
H -3.9082 1.2809 2.2092 -0.18 0.03 0.03 0.000
C -2.0582 1.4257 1.1605 -0.08 1.09 0.01 0.000
H -2.3900 0.7954 0.3198 0.00 0.56 0.48 0.000
H 0.5927 -0.6825 -0.9364 0.04 -0.04 -0.05 0.002
Si -0.7566 2.4623 -0.7483 2.94 1.44 -0.76 -0.001
C -2.0325 3.8104 -0.8690 -1.04 -0.46 0.18 0.000
C -1.6305 5.1083 -0.5118 -0.01 0.23 -0.25 0.000
H -0.5648 5.3479 -0.4002 -0.60 -0.02 -0.24 0.000
C -2.5905 6.0926 -0.2576 -0.26 -0.39 0.15 0.000
H -2.2703 7.1041 -0.0029 -0.12 -0.30 -0.03 0.000
C -3.9545 5.7589 -0.2723 0.34 -0.13 0.02 0.000
H -4.7061 6.4868 0.0264 0.19 -0.03 -0.23 0.000
C -4.3545 4.4608 -0.5901 0.28 -0.37 -0.02 0.000
H -5.4075 4.1812 -0.5798 0.21 0.16 0.01 0.000
C -3.3915 3.4839 -0.8763 -0.21 0.82 -0.04 0.000
H -3.6778 2.4529 -1.0630 -0.19 0.17 -0.09 0.000
C 0.7889 3.4497 -1.2323 -0.29 -0.28 -0.34 0.000
C 1.6347 4.0337 -0.2856 0.55 -0.21 -0.34 0.000
H 1.3533 4.0283 0.7668 0.32 -0.09 -0.30 0.000
C 2.8390 4.6255 -0.6950 -0.30 0.12 -0.17 0.000
H 3.5323 5.0088 0.0649 -0.27 -0.08 -0.46 0.000
C 3.1258 4.7261 -2.0633 0.11 -0.14 0.06 0.000
H 4.0760 5.1604 -2.3884 -0.36 -0.11 0.14 0.000
C 2.2141 4.2640 -3.0265 -0.24 0.00 0.34 0.000
H 2.4159 4.3670 -4.0970 0.00 0.06 0.43 0.000
C 1.0373 3.6434 -2.6015 0.56 0.04 0.33 0.000
H 0.2984 3.2824 -3.3163 0.30 -0.05 -0.04 0.000
H 1.1886 -1.6180 -2.8855 0.02 0.77 -0.34 0.000
Cl -2.3090 -1.2327 -0.9165 -0.16 0.06 -0.44 0.010
C -4.0172 -4.8892 0.1683 -0.12 -0.36 0.16 0.001
C -3.2695 -3.8296 0.6718 1.16 -0.09 -0.45 0.005
N -1.9316 -3.7920 0.5316 -0.74 -0.32 -0.79 0.007
C -1.2683 -4.8135 -0.0737 -1.26 0.04 0.13 0.003
C -1.9664 -5.9945 -0.4447 0.89 0.63 -0.02 0.000
C -3.3721 -5.9935 -0.3655 0.16 0.27 0.17 0.001
C -1.1587 -7.0855 -0.9034 0.91 -0.39 -0.27 -0.001
C 0.2170 -6.9926 -0.9611 -1.03 -0.76 -0.22 0.000
C 0.9266 -5.7816 -0.6838 -0.80 0.45 0.17 0.000
C 2.3257 -5.6402 -0.7451 -0.17 0.33 -0.08 0.003
C 2.8893 -4.4056 -0.4660 0.21 -0.47 0.00 0.000
C 2.0767 -3.3205 -0.1522 -1.43 -0.17 -0.34 0.006
N 0.7280 -3.4299 -0.1358 0.55 -0.90 0.29 0.008
C 0.1453 -4.6570 -0.3284 1.26 0.22 0.13 0.005
H -5.0985 -4.8284 0.2397 0.15 -0.16 -0.06 0.000
H -3.7380 -2.9540 1.1257 0.19 -0.31 -0.12 0.000
H -3.9262 -6.8561 -0.7315 0.07 0.18 0.12 0.000
H -1.6762 -8.0050 -1.1993 0.38 0.28 0.15 0.000
H 0.8068 -7.8592 -1.2623 -0.24 0.16 0.04 0.000
H 2.9298 -6.5058 -1.0166 -0.05 0.27 0.10 0.000
H 3.9655 -4.2635 -0.4706 -0.16 -0.07 -0.04 0.000
H 2.5032 -2.3471 0.1038 -0.26 -0.28 -0.36 0.001
```
Positions in Å, forces in eV/Å.

Summary:
- 2S+1 = 2
- energy relative to the best compared isomer or geometry (same formula, charge and spin) (kJ/mol) = 269.6
- total charge = +1
- Kohn-Sham gap (alpha / beta) (eV) = 5.18 / 5.17
- expectation value of S² = 0.754

Entry 3:
The following is a quantum chemistry calculation of a molecular structure, CH6NS in a non-equilibrium geometry, from the OMol25 dataset.

Geometry as XYZ:
```
9
Properties=species:S:1:pos:R:3:forces:R:3:lowdin_charge:R:1
C -0.2116 0.5317 -0.1367 -3.24 -0.38 4.33 -0.182
N 0.8763 -0.3715 -0.3880 -0.20 -0.34 -3.53 0.139
S -2.2946 -0.5146 0.3032 3.76 -0.38 -0.11 0.604
H -0.0506 0.9738 0.8928 -0.53 0.18 -1.80 0.110
H -0.6232 1.0154 -0.9892 0.48 0.83 -0.36 0.061
H 0.8927 -1.2013 0.1256 -0.01 -1.60 1.83 0.146
H 1.8277 -0.0292 -0.5002 0.23 0.78 0.58 0.188
H 0.6665 -0.7069 -1.3280 0.20 -0.47 -0.43 0.175
H -2.8214 0.5985 -0.0745 -0.69 1.41 -0.50 -0.241
```
Positions in Å, forces in eV/Å.

Summary:
- energy relative to the best compared isomer or geometry (same formula, charge and spin) (kJ/mol) = 180.0
- total charge = +1
- Kohn-Sham gap (eV) = 8.64